(1)
The following is a quantum chemistry calculation of a gas-phase ion, C9H11N2OS (charge +1) at a distorted geometry, from the Open Molecules 2025 dataset.

Its charge is +1. The value obtained for the total energy is -25358.8688 eV. Its spin multiplicity is 3. Its largest force on an atom is 3.9 eV Å⁻¹. The expectation value of S² is 2.1546. As for the HOMO-LUMO gap (spin up / spin down): 6.4 / 5.9 eV. The HOMO energy (spin up / spin down) is -13.2 / -13.6 eV. The LUMO energy (spin up / spin down) comes out at -6.7771 / -7.6601 eV.

CARTESIAN COORDINATES (ANGSTROEM)
C (0.35, -1.85, -0.33)
C (1.40, -2.68, -0.16)
C (2.90, -1.03, 0.23)
C (0.51, -0.41, -0.10)
C (1.87, -0.04, 0.08)
C (2.34, 2.67, -0.85)
C (-2.46, 1.53, -0.65)
C (-2.29, -0.15, 1.19)
C (-1.84, 0.24, -0.21)
N (2.59, -2.28, 0.10)
N (-0.46, 0.40, -0.19)
O (3.72, 1.50, 1.12)
S (2.50, 1.64, 0.37)
H (-0.70, -2.19, -0.46)
H (1.30, -3.73, -0.38)
H (3.91, -0.76, 0.30)
H (1.42, 2.87, -1.39)
H (-1.79, 1.99, -1.41)
H (-3.45, 1.37, -0.97)
H (-2.53, 2.23, 0.09)
H (-2.32, -1.26, 1.31)
H (-3.34, 0.19, 1.26)
H (-1.60, 0.36, 1.95)
H (-2.04, -0.63, -0.91)

***

(2)
The following is a quantum chemistry calculation of 2 unconnected molecules or ions with the total composition C6H14O2 at a distorted geometry, from the Open Molecules 2025 dataset.

Its charge is +1. The value obtained for the total energy is -10533.6550 eV. Its spin multiplicity is 2. Its largest force on an atom is 2.3 eV Å⁻¹. The expectation value of S² is 0.7573. As for the HOMO-LUMO gap (spin up / spin down): 9.2 / 5.3 eV. The HOMO energy (spin up / spin down) is -15.1 / -15.1 eV. The LUMO energy (spin up / spin down) comes out at -5.8864 / -9.7912 eV.

CARTESIAN COORDINATES (ANGSTROEM)
O (-0.63, -3.28, -1.67)
C (-0.51, -2.15, -1.34)
C (-0.57, -1.47, -0.01)
C (0.63, -0.53, 0.18)
C (0.48, 0.78, -0.65)
C (1.84, 1.43, -0.82)
C (-0.53, 1.71, 0.09)
H (-0.29, -1.42, -2.18)
H (-0.66, -2.28, 0.72)
H (-1.50, -0.90, 0.09)
H (0.90, -0.34, 1.22)
H (1.51, -1.08, -0.19)
H (0.09, 0.59, -1.66)
H (2.35, 1.78, 0.07)
H (1.74, 2.25, -1.53)
H (2.54, 0.79, -1.37)
H (-0.86, 2.42, -0.66)
H (-1.40, 1.16, 0.45)
H (-0.10, 2.25, 0.93)
H (-2.10, -0.94, 3.30)
H (-1.10, -0.56, 2.26)
O (-1.81, -0.19, 2.78)

***

(3)
The following is a quantum chemistry calculation of a molecular structure, C3H4N3 at a distorted geometry, from the Open Molecules 2025 dataset.

Its charge is +1. The value obtained for the total energy is -7631.6966 eV. Its spin multiplicity is 1. Its largest force on an atom is 5.0 eV Å⁻¹. As for the HOMO-LUMO gap (spin up / spin down): 8.0 / 7.9 eV. The HOMO energy (spin up / spin down) is -16.9 / -16.8 eV. The LUMO energy (spin up / spin down) comes out at -8.8811 / -8.8947 eV.

CARTESIAN COORDINATES (ANGSTROEM)
C (1.28, -0.60, -0.62)
C (2.56, -0.65, -0.29)
C (-0.98, 0.35, -0.02)
N (2.50, 0.49, 0.36)
N (1.33, 1.06, 0.51)
N (0.46, 0.24, -0.06)
H (3.44, -1.26, -0.44)
H (-1.41, 0.98, -0.86)
H (-1.27, 1.13, 0.76)
H (-1.36, -0.60, 0.04)

***

(4)
The following is a quantum chemistry calculation of a single C5H9NOS molecule at a distorted geometry, from the Open Molecules 2025 dataset.

The value obtained for the total energy is -19701.0666 eV. Its spin multiplicity is 1. Its largest force on an atom is 5.0 eV Å⁻¹. As for the SMILES: NC[C@@]1(S)C=COC1. As for the HOMO-LUMO gap: 9.4 eV. The HOMO energy is -8.6 eV. The LUMO energy comes out at 0.7770 eV.

CARTESIAN COORDINATES (ANGSTROEM)
C (-0.90, 1.36, 0.02)
C (-0.22, 0.00, 0.01)
C (0.62, -0.38, 1.18)
C (2.00, -0.67, -0.67)
C (0.84, -0.15, -1.16)
H (0.64, 2.58, -0.78)
H (0.44, 2.46, 0.85)
H (-1.34, 1.28, 1.19)
H (-1.75, 1.48, -0.66)
H (-1.31, -2.22, -0.17)
H (0.09, -1.30, 1.67)
H (0.59, 0.42, 1.99)
H (3.03, -1.00, -1.07)
H (0.66, 0.15, -2.24)
N (-0.04, 2.60, 0.00)
O (1.89, -0.77, 0.62)
S (-1.87, -1.05, -0.13)

***

(5)
The following is a quantum chemistry calculation of a molecular structure, C12H12BIrN9O7S2, from the Open Molecules 2025 dataset.

Its charge is +1. The value obtained for the total energy is -65556.7003 eV. Its spin multiplicity is 1. Its largest force on an atom is 0.7 eV Å⁻¹. As for the HOMO-LUMO gap (spin up / spin down): 6.0 / 5.6 eV. The HOMO energy (spin up / spin down) is -12.4 / -12.4 eV. The LUMO energy (spin up / spin down) comes out at -6.4745 / -6.8363 eV.

CARTESIAN COORDINATES (ANGSTROEM)
Ir (0.35, 0.28, -0.13)
C (1.99, 4.13, -0.01)
C (1.90, 2.87, -0.58)
N (0.94, 2.18, 0.03)
N (0.40, 2.96, 0.99)
C (1.03, 4.15, 0.98)
B (-0.73, 2.41, 1.93)
N (-0.13, 1.19, 2.66)
C (-0.02, 0.81, 3.94)
C (0.58, -0.44, 4.00)
C (0.82, -0.78, 2.68)
N (0.39, 0.20, 1.88)
N (-1.84, 1.86, 0.99)
C (-3.17, 2.04, 0.98)
C (-3.71, 1.29, -0.04)
C (-2.64, 0.64, -0.62)
N (-1.52, 0.99, 0.01)
N (-1.25, 3.51, 2.79)
C (-1.92, 4.63, 2.39)
C (-2.06, 5.45, 3.47)
C (-1.43, 4.74, 4.52)
N (-0.96, 3.58, 4.11)
H (2.67, 4.92, -0.28)
H (2.47, 2.42, -1.39)
H (0.75, 4.91, 1.69)
H (-0.37, 1.48, 4.72)
H (0.82, -1.01, 4.88)
H (1.28, -1.67, 2.28)
H (-3.63, 2.69, 1.70)
H (-4.75, 1.23, -0.33)
H (-2.60, -0.06, -1.44)
H (-2.23, 4.76, 1.36)
H (-2.53, 6.41, 3.51)
H (-1.32, 5.03, 5.55)
O (2.17, -3.25, -0.38)
S (1.54, -2.04, -0.68)
O (1.48, -1.94, -2.28)
O (2.19, -0.76, -0.25)
O (0.11, -1.82, -0.24)
O (0.50, -0.93, -4.32)
S (0.27, -0.94, -2.91)
N (0.20, 0.32, -2.06)
O (-2.24, -1.72, 1.97)
O (-3.23, -2.04, 1.38)

***

(6)
The following is a quantum chemistry calculation of a gas-phase ion, C4H8N3O3S (charge +1) at a distorted geometry, from the Open Molecules 2025 dataset.

Its charge is +1. The value obtained for the total energy is -25716.0443 eV. Its spin multiplicity is 1. Its largest force on an atom is 3.0 eV Å⁻¹. As for the HOMO-LUMO gap: 6.7 eV. The HOMO energy is -11.8 eV. The LUMO energy comes out at -5.1088 eV.

CARTESIAN COORDINATES (ANGSTROEM)
C (-0.78, -0.48, -0.91)
C (-0.46, 0.24, 0.16)
C (-2.53, 0.62, -0.10)
C (3.20, -1.24, 0.78)
N (-1.54, 0.94, 0.70)
N (-2.09, -0.20, -1.16)
N (-3.78, 1.18, -0.06)
O (2.17, -0.08, -1.43)
O (3.12, 1.42, 0.28)
O (0.77, 0.24, 0.86)
S (2.53, 0.22, -0.08)
H (-0.01, -1.04, -1.49)
H (2.63, -1.89, 0.19)
H (4.25, -1.60, 0.57)
H (3.04, -1.35, 1.90)
H (-2.62, -0.52, -1.95)
H (-4.05, 1.72, 0.69)
H (-4.52, 0.89, -0.60)
H (0.67, 0.94, 1.66)

***

(7)
The following is a quantum chemistry calculation of a molecular structure, C18H31BF11NO20S4Zr at a distorted geometry, from the Open Molecules 2025 dataset.

The value obtained for the total energy is -136797.7121 eV. Its spin multiplicity is 1. Its largest force on an atom is 5.7 eV Å⁻¹. As for the HOMO-LUMO gap: 9.4 eV. The HOMO energy is -9.9 eV. The LUMO energy comes out at -0.5310 eV.

CARTESIAN COORDINATES (ANGSTROEM)
Zr (-0.11, 0.14, -2.57)
N (1.43, -0.56, -3.78)
S (2.82, -1.34, -3.51)
O (4.00, -0.62, -3.26)
O (2.92, -2.63, -4.09)
F (2.35, -1.79, -2.04)
S (1.49, -0.69, -5.52)
O (0.80, -1.81, -6.02)
O (2.73, -0.24, -6.02)
F (0.40, 0.46, -5.74)
B (-1.92, -0.43, -3.79)
H (-0.98, -0.86, -4.34)
H (-1.92, -0.79, -2.69)
H (-1.70, 0.72, -3.71)
H (-2.95, -0.60, -4.38)
O (-1.02, 1.42, -1.11)
C (-1.38, 0.73, 0.06)
C (-0.62, -0.60, 0.28)
O (-0.14, -1.18, -0.91)
H (-2.47, 0.59, 0.07)
H (-1.10, 1.32, 0.94)
H (-1.27, -1.35, 0.74)
H (0.26, -0.42, 0.94)
C (-3.21, -2.28, 3.26)
C (-4.43, -2.72, 2.49)
O (-3.96, -3.06, 1.17)
C (-4.79, -2.83, 0.18)
O (-5.94, -2.57, 0.28)
C (-4.20, -3.16, -1.21)
F (-2.91, -3.54, -1.20)
F (-4.93, -4.12, -1.78)
F (-4.23, -2.09, -2.02)
H (-2.43, -3.02, 3.08)
H (-3.39, -1.99, 4.29)
H (-2.85, -1.38, 2.74)
H (-5.23, -1.99, 2.41)
H (-4.93, -3.61, 2.90)
C (-1.36, 5.07, -2.17)
C (-1.33, 4.11, -3.36)
O (0.01, 4.18, -3.96)
C (0.75, 3.14, -4.00)
O (0.46, 2.05, -3.59)
C (2.14, 3.41, -4.64)
F (2.45, 4.69, -4.66)
F (3.07, 2.74, -3.96)
F (2.10, 2.93, -5.90)
H (-2.39, 5.24, -1.87)
H (-0.88, 6.02, -2.41)
H (-0.87, 4.59, -1.33)
H (-2.04, 4.47, -4.09)
H (-1.52, 3.11, -2.99)
C (3.48, -0.75, 1.94)
C (3.16, -0.42, 0.52)
O (3.00, 1.03, 0.46)
C (2.39, 1.58, -0.52)
O (1.79, 1.02, -1.40)
C (2.62, 3.11, -0.56)
F (1.52, 3.75, -0.86)
F (3.14, 3.57, 0.57)
F (3.51, 3.33, -1.57)
H (2.60, -0.56, 2.55)
H (4.22, -0.04, 2.33)
H (3.88, -1.75, 2.04)
H (2.27, -0.96, 0.20)
H (3.97, -0.69, -0.15)
C (0.92, 2.48, 3.21)
C (0.48, 2.77, 4.64)
O (0.62, 4.18, 4.79)
S (1.74, 4.76, 3.83)
O (2.96, 4.97, 4.51)
O (1.18, 5.82, 3.10)
O (1.88, 3.47, 2.88)
H (0.06, 2.59, 2.55)
H (1.31, 1.48, 3.05)
H (1.07, 2.21, 5.37)
H (-0.55, 2.51, 4.87)
C (0.34, -4.18, 3.40)
C (1.26, -4.92, 4.41)
O (0.52, -6.00, 4.95)
S (-0.94, -6.11, 4.35)
O (-1.92, -6.15, 5.36)
O (-0.97, -7.12, 3.38)
O (-0.97, -4.70, 3.63)
H (0.61, -4.43, 2.37)
H (0.32, -3.12, 3.61)
H (1.67, -4.24, 5.16)
H (2.08, -5.35, 3.84)

***

(8)
The following is a quantum chemistry calculation of a gas-phase ion, C3H6ClN4 (charge +1) at a distorted geometry, from the Open Molecules 2025 dataset.

Its charge is +1. The value obtained for the total energy is -21680.3960 eV. Its spin multiplicity is 1. Its largest force on an atom is 9.1 eV Å⁻¹. As for the SMILES: CN(C)/C(Cl)=N/[N+]#N. As for the HOMO-LUMO gap: 9.7 eV. The HOMO energy is -14.9 eV. The LUMO energy comes out at -5.1995 eV.

CARTESIAN COORDINATES (ANGSTROEM)
C (2.08, -0.34, 0.18)
C (-0.07, -0.95, 0.96)
C (0.46, 1.15, -0.52)
N (4.39, -2.60, 1.47)
N (2.44, -1.70, 0.85)
N (3.55, -2.05, 1.04)
N (0.75, -0.08, 0.17)
Cl (3.22, 0.71, -0.33)
H (0.40, -1.94, 1.26)
H (-0.46, -0.58, 1.83)
H (-0.87, -1.22, 0.26)
H (0.89, 2.00, 0.13)
H (1.04, 1.10, -1.45)
H (-0.57, 1.20, -0.79)

***

(9)
The following is a quantum chemistry calculation of a single C3H2N2O molecule at a distorted geometry, from the Open Molecules 2025 dataset.

The value obtained for the total energy is -8167.0154 eV. Its spin multiplicity is 1. Its largest force on an atom is 3.8 eV Å⁻¹. As for the HOMO-LUMO gap (spin up / spin down): 8.2 / 8.2 eV. The HOMO energy (spin up / spin down) is -8.4 / -8.4 eV. The LUMO energy (spin up / spin down) comes out at -0.1601 / -0.1600 eV.

CARTESIAN COORDINATES (ANGSTROEM)
C (0.50, 0.80, 0.60)
C (0.34, -0.65, 0.38)
C (1.49, -1.86, 1.93)
N (1.73, 0.72, 0.76)
N (0.69, -1.71, 1.06)
O (2.28, -2.21, 2.67)
H (-0.21, 1.54, 0.34)
H (0.08, -1.08, -0.63)

***

(10)
The following is a quantum chemistry calculation of 2 unconnected molecules or ions with the total composition C10H13NO, from the Open Molecules 2025 dataset.

The value obtained for the total energy is -14118.4345 eV. Its spin multiplicity is 1. Its largest force on an atom is 0.6 eV Å⁻¹. As for the SMILES: Cc1c[nH]c2ccccc12.CO. As for the HOMO-LUMO gap: 8.6 eV. The HOMO energy is -7.8 eV. The LUMO energy comes out at 0.7729 eV.

CARTESIAN COORDINATES (ANGSTROEM)
C (-2.70, -0.24, -1.52)
C (-0.30, 0.66, -1.49)
C (0.15, 0.78, 0.70)
C (-1.43, 0.21, -0.87)
C (-1.16, 0.27, 0.54)
C (0.73, 0.95, 1.95)
C (-0.02, 0.62, 3.05)
C (-1.90, -0.06, 1.68)
C (-1.33, 0.12, 2.92)
N (0.66, 1.00, -0.56)
H (1.57, 1.37, -0.76)
H (-0.14, 0.78, -2.55)
H (1.74, 1.33, 2.05)
H (-2.90, -1.29, -1.27)
H (-2.62, -0.17, -2.60)
H (0.40, 0.74, 4.05)
H (-2.91, -0.45, 1.59)
H (-1.89, -0.13, 3.80)
H (-3.54, 0.35, -1.16)
C (3.08, -1.36, -1.33)
O (2.94, -0.18, -2.12)
H (2.20, -0.33, -2.72)
H (3.06, -2.26, -1.95)
H (2.28, -1.43, -0.59)
H (4.04, -1.29, -0.83)

***

(11)
The following is a quantum chemistry calculation of a gas-phase ion, C3H6NOS (charge +1) at a distorted geometry, from the Open Molecules 2025 dataset.

Its charge is +1. The value obtained for the total energy is -17573.0524 eV. Its spin multiplicity is 1. Its largest force on an atom is 2.9 eV Å⁻¹. As for the HOMO-LUMO gap: 10.5 eV. The HOMO energy is -15.3 eV. The LUMO energy comes out at -4.8397 eV.

CARTESIAN COORDINATES (ANGSTROEM)
C (-0.43, 1.23, 0.87)
C (-0.19, -0.32, 0.64)
C (0.54, 0.00, -0.73)
N (0.96, -0.88, -1.60)
O (-1.30, -1.14, 0.79)
S (0.65, 1.65, -0.58)
H (-1.34, 1.75, 0.75)
H (0.08, 1.35, 1.83)
H (0.57, -0.57, 1.34)
H (0.87, -1.86, -1.47)
H (1.61, -0.70, -2.35)
H (-2.03, -0.52, 0.51)

***

(12)
The following is a quantum chemistry calculation of a gas-phase ion, C3H4NO2S (charge +1) at a distorted geometry, from the Open Molecules 2025 dataset.

Its charge is +1. The value obtained for the total energy is -19581.6092 eV. Its spin multiplicity is 1. Its largest force on an atom is 3.9 eV Å⁻¹. As for the HOMO-LUMO gap (spin up / spin down): 5.7 / 5.7 eV. The HOMO energy (spin up / spin down) is -15.0 / -15.1 eV. The LUMO energy (spin up / spin down) comes out at -9.3668 / -9.3479 eV.

CARTESIAN COORDINATES (ANGSTROEM)
C (2.02, -0.20, -0.06)
C (-0.38, 0.36, 0.71)
C (-1.15, -0.13, -0.53)
N (1.07, 0.58, 0.46)
O (2.75, -1.04, 0.12)
O (1.45, 0.69, -0.95)
S (-1.91, -1.62, -0.18)
H (-0.90, 1.36, 0.92)
H (-0.64, -0.35, 1.55)
H (-2.03, 0.54, -0.80)
H (-0.28, -0.19, -1.23)